Formula: C11H28ClF2N3O4S
Source: OMol25
Level of theory: the ωB97M-V functional and the def2-TZVPD basis

The calculation puts the energy at -1959.110204 Eh. As for the SMILES: C[C@@H](Cl)CN(F)S(=O)(=O)F.COC[C@@H](C)N.COC[C@@H](C)N. The charge is 0. As for the HOMO energy: -9.300 eV. As for the HOMO-LUMO gap: 9.9263 eV. The spin multiplicity is 1.

Last column: Löwdin charge in e.
Positions of all 50 atoms, in Å:
C  -0.9906  -6.3455  0.8209  -0.114
C  0.5119  -5.9875  0.9442  -0.679
Cl  1.1281  -5.7902  -0.7281  0.649
C  0.5876  -4.6917  1.7392  -0.231
N  1.8754  -4.4595  2.4346  -0.132
F  1.6470  -3.2923  3.1816  -0.049
S  3.2063  -4.0678  1.4300  0.542
O  3.7819  -5.2715  1.0312  -0.218
O  4.0443  -3.1894  2.1042  -0.199
F  2.6378  -3.3001  0.2241  -0.139
H  -1.2000  -7.2033  1.4511  0.082
H  -1.6018  -5.4931  1.0855  0.076
H  -1.2012  -6.6154  -0.2044  0.051
H  1.0426  -6.7632  1.4790  0.109
H  -0.1444  -4.7885  2.5338  0.127
H  0.2757  -3.8279  1.1561  0.120
C  0.8055  1.4252  -3.5663  -0.104
O  0.8780  0.0113  -3.5493  -0.187
C  1.8069  -0.5321  -2.6302  -0.205
C  1.3029  -0.6201  -1.1836  -0.429
C  1.2894  0.7206  -0.4581  -0.062
N  -0.0367  -1.2171  -1.1080  0.046
H  1.7813  1.8822  -3.3791  0.091
H  0.0792  1.7914  -2.8364  0.073
H  0.4634  1.7265  -4.5563  0.087
H  1.9980  -1.5496  -2.9821  0.123
H  2.7625  0.0053  -2.6870  0.122
H  1.9908  -1.2728  -0.6459  0.109
H  0.4507  1.3478  -0.7592  0.051
H  1.1984  0.5650  0.6173  0.078
H  2.2121  1.2761  -0.6353  0.083
H  -0.0004  -2.1559  -1.4976  0.066
H  -0.6343  -0.7088  -1.7553  0.069
C  -1.8941  2.5669  0.9185  -0.103
O  -0.9126  3.4800  0.4601  -0.201
C  -1.4142  4.5733  -0.2840  -0.213
C  -1.9766  5.7264  0.5602  -0.433
C  -3.3520  5.4393  1.1543  -0.072
N  -1.0650  6.1093  1.6422  0.038
H  -2.7175  2.4659  0.2055  0.093
H  -2.2822  2.8654  1.8949  0.076
H  -1.4126  1.5958  1.0361  0.079
H  -0.5566  4.9561  -0.8444  0.121
H  -2.1467  4.2274  -1.0261  0.119
H  -2.0840  6.5852  -0.1090  0.134
H  -3.2977  4.7765  2.0172  0.064
H  -3.8143  6.3661  1.4927  0.075
H  -4.0151  4.9861  0.4145  0.077
H  -0.1803  6.4080  1.2412  0.071
H  -0.8270  5.2642  2.1555  0.069

***

Formula: C11H29Ag3NO11P
Source: OMol25
Level of theory: the ωB97M-V functional and the def2-TZVPD basis

The calculation puts the energy at -2099.981044 Eh. The value obtained for the energy above the lowest of the compared OMol25 structures with the same formula, charge and spin is 1238.8 kJ/mol. The charge is +2. As for the HOMO energy: -14.561 eV. As for the HOMO-LUMO gap: 6.2604 eV. The spin multiplicity is 1.

Last column: Löwdin charge in e.
Positions of all 56 atoms, in Å:
Ag  28.6902  13.8352  14.3767  0.882
Ag  26.9263  12.8477  16.2075  1.041
Ag  27.6006  16.2389  15.3008  0.955
N  29.1815  14.4597  16.6483  -0.505
O  28.9887  15.1868  15.6929  -0.404
O  28.4484  13.5156  16.8538  -0.232
O  30.1029  14.7413  17.3640  -0.036
C  32.9897  14.6603  13.5687  -0.078
O  34.1700  14.8135  14.3829  -0.218
P  34.2923  13.9920  15.7824  0.494
O  33.9884  12.5522  15.7729  -0.227
O  35.8246  14.3094  16.2647  -0.189
C  36.7678  13.3719  15.9447  -0.164
O  33.4251  14.8313  16.8941  -0.175
C  32.0423  14.6410  17.1323  -0.149
H  32.1883  14.4571  14.2790  0.035
H  33.1127  13.7224  13.0270  0.104
H  32.8041  15.6167  13.0799  0.096
H  37.7958  13.5944  16.2310  0.099
H  36.8490  13.1812  14.8746  0.094
H  36.5770  12.4065  16.4133  0.090
H  31.6072  15.6292  17.2816  0.103
H  31.8197  13.9692  17.9614  0.126
H  31.4652  14.2893  16.2771  0.075
C  27.0973  16.4947  18.2356  -0.018
O  27.6716  17.1580  17.0734  -0.332
C  29.0315  17.6371  17.2337  -0.146
C  29.3467  18.5009  16.0158  -0.121
O  29.4443  17.9689  14.6419  -0.207
C  30.4906  17.0697  14.3312  -0.117
H  27.4209  16.9152  19.1877  0.115
H  27.4786  15.4736  18.2278  0.052
H  26.0114  16.4377  18.1592  0.110
H  29.6702  16.7539  17.2195  0.088
H  29.3068  17.9377  18.2446  0.155
H  30.2599  19.0636  16.2090  0.142
H  28.5824  19.2657  15.8777  0.141
H  31.4111  17.6318  14.4891  0.116
H  30.3506  16.7229  13.3074  0.101
H  30.5597  16.1784  14.9549  0.039
C  28.1519  13.1085  19.3294  -0.005
O  27.1385  13.0598  18.2500  -0.377
C  26.0071  12.3186  18.7070  -0.167
C  25.0621  11.9350  17.5973  -0.165
O  25.8729  11.4704  16.4719  -0.399
C  25.0065  11.0526  15.3779  -0.038
H  29.0675  13.6806  19.1791  0.088
H  28.5769  12.1357  19.5765  0.113
H  27.6472  13.4566  20.2306  0.111
H  25.3992  12.7726  19.4895  0.152
H  26.4438  11.3917  19.0787  0.145
H  24.4174  12.7377  17.2393  0.129
H  24.2595  11.3089  17.9870  0.158
H  24.2140  11.7943  15.2787  0.102
H  24.4939  10.1346  15.6653  0.113
H  25.6004  10.8827  14.4798  0.101

***

Formula: C11H29BBrClFMgNaO8SSi2
Source: OMol25
Level of theory: the ωB97M-V functional and the def2-TZVPD basis

The calculation puts the energy at -5536.541587 Eh. The charge is 0. As for the HOMO energy: -5.396 eV. As for the HOMO-LUMO gap: 1.5096 eV. The spin multiplicity is 1.

Last column: Löwdin charge in e.
Positions of all 57 atoms, in Å:
C  2.4641  -4.4859  0.4326  -0.096
C  3.4230  -3.1181  0.5102  -0.123
C  3.9421  -2.7551  -1.0023  -0.234
O  5.1011  -3.3532  -1.3943  -0.003
O  3.2602  -1.8958  -1.9833  -0.172
C  2.9931  -0.5460  -1.4519  -0.279
C  1.3543  -0.3352  -1.5185  -0.229
Si  0.5023  -0.2926  0.2254  0.536
C  1.2740  1.0772  1.3987  -0.204
O  -1.2162  -0.0462  -0.0478  -0.434
Si  -2.1084  -1.5498  0.1280  0.628
B  -1.5711  -2.9413  -1.1399  -0.578
O  -0.4473  -3.8309  -0.7847  -0.013
O  -2.3389  -3.0779  -2.3977  -0.374
C  -1.8855  -4.2541  -3.1812  -0.120
H  3.0417  -5.3970  0.9242  0.101
H  2.2364  -4.7569  -0.7003  0.088
H  1.4805  -4.2536  1.0297  0.083
H  4.3701  -3.4451  1.1294  0.135
H  2.8735  -2.2507  1.0717  0.091
H  3.4642  0.2935  -2.1579  -0.273
H  3.4506  -0.3561  -0.3775  0.160
H  0.8836  -1.2714  -2.0825  0.024
H  1.0179  0.6110  -2.1251  0.122
H  0.6271  -1.5879  0.9412  0.004
H  1.6937  1.9956  0.7753  0.060
H  2.2045  0.6175  1.9666  0.061
H  0.4895  1.4602  2.1824  0.025
H  -3.5366  -1.2257  0.0054  -0.097
H  -1.8286  -2.1293  1.4666  -0.001
H  0.4137  -3.5447  -1.2128  0.080
H  -0.8041  -3.9762  -3.5791  0.105
H  -1.8236  -5.2293  -2.5324  0.130
H  -2.6093  -4.4491  -4.0860  0.067
Na  1.6634  -1.6570  -3.4649  0.608
C  -2.3291  4.8843  2.4937  -0.222
C  -1.4575  6.0882  2.8481  -0.219
C  -0.0509  5.5667  3.1375  -0.221
S  0.1340  4.0702  2.1795  0.683
O  0.2619  2.9526  3.0910  -0.355
O  1.0768  4.3057  1.1042  -0.320
C  -1.5154  4.0628  1.5050  -0.225
H  -3.2895  5.1895  2.0681  0.120
H  -2.5300  4.2949  3.3963  0.123
H  -1.4268  6.7794  1.9971  0.121
H  -1.8580  6.6398  3.7044  0.118
H  0.7147  6.2868  2.8378  0.109
H  0.0715  5.3105  4.1934  0.109
H  -1.8727  3.0367  1.4025  0.109
H  -1.4785  4.5488  0.5255  0.116
O  -5.6238  -1.0966  -1.3518  -0.455
H  -5.0342  -1.7800  -1.7043  -0.156
H  -5.0519  -0.3201  -1.2571  0.021
Cl  3.7762  1.6020  -2.7042  0.481
Mg  -4.0238  -2.3369  -3.4264  0.786
Br  -6.1238  -1.7042  0.7845  0.001
F  3.5762  3.5762  -3.7923  -0.605

***

Formula: C11H29BF4N2S4SeSiV
Source: OMol25
Level of theory: the ωB97M-V functional and the def2-TZVPD basis

The calculation puts the energy at -6198.142703 Eh. The value obtained for the energy above the lowest of the compared OMol25 structures with the same formula, charge and spin is 40.4 kJ/mol. Its expectation value of S² is 2.12. The charge is +1. As for the HOMO energy (alpha / beta): -11.715 / -11.896 eV. As for the HOMO-LUMO gap (alpha / beta): 7.4745 / 9.0927 eV. The spin multiplicity is 3.

Last column: Löwdin charge in e.
Positions of all 54 atoms, in Å:
V  -0.2349  1.2255  -0.5367  0.391
C  1.3634  -0.1185  3.2386  -0.506
C  1.2475  1.3822  3.0055  -0.461
S  1.2285  2.0589  1.3200  0.877
C  2.8700  1.7155  0.6337  -0.459
C  3.2190  0.2723  0.2804  -0.455
S  1.8748  -0.6321  -0.5427  0.942
C  2.1800  -2.2755  0.1718  -0.480
C  1.1239  -3.3073  -0.1980  -0.507
S  -0.5532  -3.0368  0.4100  0.888
C  -0.4930  -3.5511  2.1429  -0.515
C  0.2776  -2.6833  3.1401  -0.499
S  -0.2447  -0.9415  3.1458  0.906
H  2.0383  -0.5741  2.5203  0.033
H  1.7820  -0.2674  4.2344  0.096
H  0.3429  1.7864  3.4645  0.084
H  2.0855  1.8919  3.4828  0.092
H  2.8902  2.3372  -0.2601  0.064
H  3.6099  2.1204  1.3251  0.101
H  4.0827  0.2887  -0.3838  0.099
H  3.5072  -0.2878  1.1677  0.072
H  3.1398  -2.6047  -0.2303  0.098
H  2.2847  -2.1842  1.2496  0.044
H  1.0240  -3.3720  -1.2825  0.082
H  1.4596  -4.2886  0.1424  0.092
H  -1.5455  -3.5963  2.4280  0.077
H  -0.1176  -4.5746  2.1951  0.088
H  0.1285  -3.0972  4.1377  0.084
H  1.3477  -2.7149  2.9453  0.063
N  -2.6624  -0.3205  -0.6625  -0.002
N  -1.7264  0.0247  0.3802  -0.198
H  -3.5115  -0.6903  -0.2464  0.093
H  -2.2456  -1.0572  -1.2213  0.065
H  -1.3672  -0.7902  0.8809  -0.054
H  -2.2199  0.6151  1.0436  0.072
C  -1.6529  6.1766  -1.4865  -0.219
Si  -0.5311  5.0616  -0.5087  0.224
C  -0.3680  5.6304  1.2634  -0.214
C  1.1333  4.8991  -1.3293  -0.194
Se  -1.6846  3.0309  -0.4815  0.552
H  -1.2145  7.1776  -1.5385  0.043
H  -2.6373  6.2636  -1.0237  0.038
H  -1.7876  5.8122  -2.5063  0.040
H  -0.2931  6.7218  1.2776  0.041
H  0.5278  5.2260  1.7376  0.017
H  -1.2321  5.3517  1.8679  0.031
H  1.5602  5.9008  -1.4386  0.049
H  1.0511  4.4530  -2.3216  0.037
H  1.8361  4.3053  -0.7422  0.008
F  -0.0538  2.2105  -3.8267  0.233
B  0.6241  1.2959  -3.1208  -1.164
F  1.1861  1.9296  -1.8807  -0.066
F  1.5576  0.5559  -3.7311  0.231
F  -0.3607  0.3962  -2.3892  -0.055